Entry from the OMol25 dataset: one molecule with the formula C22H30ClN5O6S (ωB97M-V/def2-TZVPD).

Its spin multiplicity is 1. The calculation puts the electronic energy at -2440.00766 Ha. As for the molecular weight: 528.0 g mol⁻¹. The SMILES is CCCCN(C(=O)c1ccc(Cl)c(S(=O)(=O)N2CCOCC2)c1)c1c(N)n(CCC)c(=O)[nH]c1=O.

Atoms and positions in Å:
1 C -2.9776 -0.8784 -5.1188
2 C -3.3212 -0.6820 -3.6471
3 C -3.1790 0.7681 -3.1840
4 C -1.7503 1.3136 -3.2510
5 N -0.8170 0.5913 -2.3914
6 C 0.0247 -0.3119 -2.9656
7 O 0.1301 -0.4378 -4.1699
8 C 0.8998 -1.0892 -2.0361
9 C 1.1364 -2.4349 -2.3033
10 C 2.0229 -3.1614 -1.5315
11 C 2.6870 -2.5458 -0.4762
12 Cl 3.8494 -3.4197 0.4349
13 C 2.4407 -1.2136 -0.1909
14 S 3.2405 -0.3046 1.1465
15 O 2.8119 1.0583 0.9740
16 O 4.6381 -0.5951 1.1725
17 N 2.5917 -0.8142 2.5661
18 C 3.1605 -1.8669 3.3730
19 C 2.2068 -3.0647 3.4427
20 O 0.9198 -2.6645 3.8616
21 C 0.3619 -1.7189 2.9811
22 C 1.2357 -0.4631 2.9050
23 C 1.5678 -0.4891 -0.9788
24 C -1.1097 0.5871 -1.0025
25 C -0.9178 1.7258 -0.2525
26 N -0.3643 2.8444 -0.8033
27 N -1.3339 1.7833 1.0538
28 C -1.4099 3.0356 1.8019
29 C -0.2591 3.2500 2.7879
30 C 1.0843 3.5785 2.1468
31 C -1.8524 0.6724 1.7022
32 O -2.2139 0.7091 2.8552
33 N -1.9183 -0.4663 0.9499
34 C -1.5895 -0.6243 -0.3960
35 O -1.6871 -1.7128 -0.9254
36 H -1.9145 -0.7352 -5.2908
37 H -3.5344 -0.1798 -5.7410
38 H -3.2329 -1.8894 -5.4269
39 H -2.6868 -1.3248 -3.0351
40 H -4.3568 -0.9863 -3.4760
41 H -3.5403 0.8497 -2.1548
42 H -3.8039 1.4110 -3.8082
43 H -1.7595 2.3661 -2.9516
44 H -1.3617 1.2314 -4.2663
45 H 0.6245 -2.8985 -3.1317
46 H 2.2191 -4.1997 -1.7464
47 H 4.1206 -2.1372 2.9368
48 H 3.3237 -1.4765 4.3853
49 H 2.5551 -3.7869 4.1822
50 H 2.1382 -3.5540 2.4605
51 H -0.6202 -1.4704 3.3865
52 H 0.2559 -2.1582 1.9747
53 H 0.8741 0.2282 2.1457
54 H 1.2320 0.0371 3.8813
55 H 1.4726 0.5610 -0.7588
56 H 0.1156 2.6818 -1.6762
57 H 0.1102 3.4741 -0.1750
58 H -1.4932 3.8634 1.0964
59 H -2.3369 2.9771 2.3799
60 H -0.5525 4.0749 3.4403
61 H -0.1684 2.3572 3.4068
62 H 1.4845 2.7458 1.5722
63 H 1.0070 4.4644 1.5159
64 H 1.8102 3.7996 2.9253
65 H -2.2904 -1.2848 1.4184

Results of the Mulliken charge analysis, in e, for atoms 1 through 2:
1. C -1.404
2. C -0.100